(w)
Density functional theory data (the ωB97M-V functional and the def2-TZVPD basis) for a 2-piece molecular cluster, C2H7NO3 overall.

The SMILES is CNC(=O)O.O. As for the spin multiplicity: 1.

Bonds (Å) are listed after each position.
Geometry (Å):
1 C -1.45 -2.18 0.49  N2 1.468, H6 1.088, H7 1.086, H8 1.094
2 N -0.09 -1.75 0.86  C1 1.468, C3 1.358, H9 0.994
3 C 0.37 -0.52 0.51  N2 1.358, O4 1.203, O5 1.367
4 O 1.47 -0.10 0.74  C3 1.203
5 O -0.60 0.27 -0.04  C3 1.367, H10 0.965
6 H -2.16 -1.38 0.67  C1 1.088
7 H -1.49 -2.57 -0.52  C1 1.086
8 H -1.73 -2.89 1.28  C1 1.094
9 H 0.46 -2.53 1.10  N2 0.994
10 H -0.06 1.04 -0.27  O5 0.965
11 O 0.53 3.37 -1.95  H12 0.952, H13 0.969
12 H 1.09 3.85 -2.55  O11 0.952
13 H 0.84 3.61 -1.06  O11 0.969

---

(x)
Density functional theory data (the ωB97M-V functional and the def2-TZVPD basis) for one molecule with the formula C2H7NO3.

The SMILES is OCN(O)CO. As for the spin multiplicity: 1.

Bonds (Å) are listed after each position.
Geometry (Å):
1 O 0.58 -1.94 0.99  C2 1.390, H7 0.966
2 C -0.19 -0.79 0.87  O1 1.390, N3 1.472, H8 1.090, H9 1.100
3 N 0.23 0.02 -0.29  C2 1.472, O4 1.438, C5 1.527
4 O 1.56 0.48 0.02  N3 1.438, H10 0.967
5 C -0.75 1.15 -0.61  N3 1.527, O6 1.367, H11 1.101, H12 1.104
6 O -1.48 0.45 -1.53  C5 1.367, H13 1.182
7 H 1.49 -1.67 1.21  O1 0.966
8 H -1.21 -1.09 0.66  C2 1.090
9 H -0.15 -0.16 1.77  C2 1.100
10 H 2.02 0.50 -0.83  O4 0.967
11 H -1.34 1.46 0.27  C5 1.101
12 H -0.14 1.97 -1.03  C5 1.104
13 H -0.61 -0.36 -1.51  O6 1.182

---

(y)
Density functional theory data (the ωB97M-V functional and the def2-TZVPD basis) for a 2-piece molecular cluster, C2H7NO3 overall.

The SMILES is O=CNCO.O. As for the spin multiplicity: 1.

Bonds (Å) are listed after each position.
Geometry (Å):
1 O -0.60 0.38 0.76  C2 1.195
2 C -0.19 0.28 -0.36  O1 1.195, N3 1.385, H6 1.114
3 N 1.00 -0.32 -0.75  C2 1.385, C4 1.430, H7 1.019
4 C 2.00 -0.87 0.11  N3 1.430, O5 1.473, H8 1.079, H9 1.065
5 O 1.85 -2.28 0.50  C4 1.473, H10 0.963
6 H -0.56 0.64 -1.35  C2 1.114
7 H 1.28 -0.26 -1.72  N3 1.019
8 H 1.90 -0.28 1.01  C4 1.079
9 H 2.97 -0.87 -0.33  C4 1.065
10 H 1.84 -2.78 -0.32  O5 0.963
11 O -3.53 2.40 -0.17  H12 0.962, H13 0.980
12 H -4.04 3.09 0.26  O11 0.962
13 H -2.74 2.27 0.39  O11 0.980

---

Tell me which of them is the most stable. Sure, it is (w).